Entry 1:
Below is a molecular structure, C32H34BBrN14OPb in a non-equilibrium geometry, with properties calculated with ωB97M-V/def2-TZVPD.

Geometry as ORCA input:
```
! wB97M-V def2-TZVPD RIJCOSX def2/J DEFGRID3
* xyz 3 2
Pb 0.090 0.284 -0.071
C -4.080 -1.434 -0.677
C -2.695 -1.544 -0.668
N -2.155 -0.439 -0.152
N -3.165 0.395 0.181
C -4.335 -0.186 -0.138
B -2.907 1.808 0.770
N -2.164 2.643 -0.322
C -2.494 3.787 -0.950
C -1.509 4.103 -1.871
C -0.582 3.081 -1.760
N -0.977 2.208 -0.830
N -1.970 1.675 2.012
C -2.154 2.138 3.258
C -1.036 1.837 4.017
C -0.188 1.173 3.141
N -0.762 1.082 1.938
N -4.225 2.380 1.260
C -5.086 1.754 2.119
C -6.157 2.578 2.324
C -5.867 3.728 1.555
N -4.704 3.603 0.954
H -4.801 -2.156 -1.017
H -2.074 -2.357 -1.006
H -5.278 0.310 0.011
H -3.403 4.300 -0.699
H -1.475 4.956 -2.524
H 0.338 2.931 -2.304
H -3.053 2.658 3.548
H -0.870 2.062 5.056
H 0.795 0.758 3.305
H -4.883 0.775 2.525
H -7.005 2.418 2.967
H -6.442 4.632 1.450
Br 8.778 -5.622 2.291
C 7.274 -6.000 1.259
C 6.852 -5.063 0.294
C 5.723 -5.305 -0.432
C 4.970 -6.486 -0.186
C 5.450 -7.457 0.722
C 6.585 -7.205 1.446
N 3.753 -6.683 -0.717
N 3.107 -5.975 -1.458
C 2.221 -5.077 -1.625
C 1.870 -4.615 -2.960
C 1.248 -3.446 -3.132
C 0.906 -2.566 -2.006
O 0.520 -1.425 -2.177
C 1.003 -3.168 -0.639
N 0.486 -2.481 0.380
C 0.420 -3.041 1.578
C 0.882 -4.332 1.830
C 1.499 -5.020 0.803
C 1.575 -4.430 -0.458
H 7.431 -4.166 0.129
H 5.403 -4.617 -1.205
H 4.897 -8.377 0.864
H 6.949 -7.926 2.164
H 2.148 -5.241 -3.799
H 1.001 -3.084 -4.121
H -0.031 -2.448 2.366
H 0.759 -4.776 2.807
H 1.887 -6.018 0.969
C 3.140 3.873 2.396
N 3.803 3.224 1.279
C 4.796 4.030 0.584
C 3.288 2.096 0.701
N 2.003 1.864 0.699
N 4.161 1.266 0.089
C 5.522 1.064 0.563
C 3.679 0.282 -0.859
H 3.889 4.155 3.137
H 2.429 3.198 2.869
H 2.624 4.786 2.086
H 4.388 5.022 0.379
H 5.084 3.571 -0.357
H 5.685 4.167 1.205
H 1.439 2.620 1.080
H 5.763 1.738 1.378
H 6.239 1.219 -0.245
H 5.633 0.039 0.927
H 3.348 -0.640 -0.362
H 4.487 0.038 -1.548
H 2.848 0.694 -1.428
*
```

## Properties
- E_LUMO (spin up / spin down): -9.83 / -11.12 eV
- Expectation value of S²: 0.759



Entry 2:
Below is a molecular structure, C32H34BCrF4N8O5P in a non-equilibrium geometry, with properties calculated with ωB97M-V/def2-TZVPD.

Geometry as ORCA input:
```
! wB97M-V def2-TZVPD RIJCOSX def2/J DEFGRID3
* xyz 0 5
Cr 10.225 13.065 15.120
C 14.737 13.861 12.751
N 13.664 14.656 13.294
C 12.368 14.371 13.272
N 11.695 15.385 13.783
C 12.651 16.277 14.081
N 13.879 15.863 13.840
C 14.700 13.708 11.229
C 15.615 12.859 10.586
C 15.554 12.721 9.218
C 14.571 13.326 8.421
C 13.570 14.023 9.083
C 13.667 14.252 10.443
C 12.400 14.609 8.423
N 12.188 14.864 7.172
N 10.915 15.388 7.101
C 10.434 15.442 8.303
O 11.335 14.973 9.199
C 9.138 15.953 8.713
C 8.432 16.864 7.885
C 7.192 17.337 8.253
C 6.635 16.876 9.426
C 7.313 16.033 10.287
C 6.700 15.549 11.586
N 7.443 14.537 12.304
C 8.210 14.685 13.350
N 8.560 13.501 13.836
C 7.995 12.579 12.969
N 7.283 13.179 12.054
C 8.592 15.600 9.927
H 14.693 12.867 13.239
H 15.650 14.400 12.987
H 11.956 13.453 12.931
H 12.388 17.224 14.519
H 16.447 12.416 11.170
H 16.310 12.086 8.739
H 14.613 13.189 7.358
H 12.907 14.873 10.890
H 8.946 17.212 7.004
H 6.624 18.025 7.640
H 5.677 17.202 9.739
H 5.758 15.027 11.368
H 6.432 16.359 12.249
H 8.490 15.613 13.782
H 8.047 11.526 13.070
H 9.129 14.909 10.572
C 11.606 8.049 10.670
O 12.566 7.969 11.700
C 12.553 8.983 12.634
C 13.493 8.856 13.665
C 13.566 9.827 14.611
C 12.736 10.975 14.647
C 12.789 11.831 15.809
C 13.884 11.587 16.834
O 11.941 12.710 16.063
C 11.734 11.100 13.625
O 10.888 12.061 13.523
C 11.707 10.059 12.626
H 11.783 7.207 9.994
H 11.726 9.004 10.141
H 10.627 7.997 11.078
H 14.100 7.988 13.670
H 14.304 9.703 15.390
H 14.915 11.664 16.423
H 13.748 10.569 17.224
H 13.757 12.250 17.649
H 10.995 10.130 11.852
C 7.104 12.651 17.693
P 8.710 13.359 17.959
C 8.403 14.651 19.150
C 9.684 12.097 18.803
O 9.398 13.928 16.750
H 6.584 12.567 18.650
H 7.153 11.651 17.264
H 6.520 13.303 17.046
H 7.954 14.246 20.055
H 7.714 15.381 18.679
H 9.330 15.129 19.446
H 9.253 11.827 19.757
H 10.732 12.436 18.894
H 9.648 11.223 18.146
F 8.869 11.333 15.865
B 8.575 9.892 15.620
F 8.219 9.768 14.283
F 9.776 9.244 15.957
F 7.519 9.513 16.435
*
```

## Properties
- E_LUMO (spin up / spin down): -0.03 / -0.03 eV
- Expectation value of S²: 6.008



Entry 3:
Below is a molecular structure, C32H34BGaN8O2 in a non-equilibrium geometry, with properties calculated with ωB97M-V/def2-TZVPD.

Geometry as ORCA input:
```
! wB97M-V def2-TZVPD RIJCOSX def2/J DEFGRID3
* xyz 2 1
Ga 0.025 0.122 -0.059
C 5.356 0.529 0.133
C 3.963 1.054 0.330
C 3.478 2.259 0.853
C 2.074 2.152 0.905
N 1.740 0.930 0.415
N 2.880 0.283 0.042
B 2.702 -1.155 -0.628
N 1.843 -1.025 -1.903
N 0.559 -0.533 -1.876
C 0.053 -0.686 -3.144
C 1.003 -1.307 -3.931
C 2.096 -1.520 -3.140
C 3.326 -2.334 -3.481
C -1.304 -0.199 -3.356
C -1.518 0.853 -4.275
C -2.776 1.407 -4.337
C -3.803 0.911 -3.590
C -3.582 -0.172 -2.687
C -2.332 -0.799 -2.640
N 1.936 -2.047 0.487
N 0.653 -1.666 0.791
C 0.093 -2.675 1.443
C 0.985 -3.713 1.509
C 2.201 -3.249 0.927
C 3.491 -3.908 0.964
C -1.211 -2.637 2.058
C -1.370 -1.932 3.272
C -2.660 -1.867 3.772
C -3.687 -2.550 3.187
C -3.567 -3.333 2.041
C -2.292 -3.263 1.395
C 1.071 3.146 1.387
C 0.132 2.786 2.291
C -0.839 3.682 2.772
C -0.884 4.938 2.220
C 0.025 5.298 1.240
C 1.037 4.448 0.908
H 6.123 1.172 0.534
H 5.501 -0.358 0.686
H 5.564 0.371 -0.927
H 4.111 3.011 1.224
H 3.803 -1.586 -0.887
H 1.012 -1.585 -4.936
H 3.363 -2.483 -4.706
H 4.355 -1.861 -3.119
H 3.195 -3.286 -3.218
H -0.666 1.196 -4.817
H -2.999 2.265 -4.961
H -4.735 1.377 -3.608
H -4.468 -0.577 -2.198
H -2.168 -1.769 -2.168
H 0.858 -4.565 2.031
H 4.195 -3.371 0.339
H 3.914 -4.014 1.959
H 3.383 -4.940 0.569
H -0.518 -1.505 3.761
H -2.816 -1.292 4.643
H -4.672 -2.455 3.660
H -4.364 -3.768 1.525
H -1.980 -3.820 0.524
H 0.122 1.809 2.733
H -1.465 3.456 3.590
H -1.552 5.715 2.589
H 0.009 6.275 0.861
H 1.748 4.711 0.142
C -3.964 1.010 2.266
O -3.434 1.831 1.212
C -2.301 1.511 0.644
O -1.604 0.524 0.950
N -1.940 2.352 -0.344
N -0.757 2.053 -0.970
H -4.921 1.405 2.397
H -3.366 1.112 3.143
H -4.104 -0.066 1.889
H -2.421 3.208 -0.504
H -0.054 2.773 -0.803
H -0.885 1.939 -1.994
*
```

## Properties
- E_LUMO: -4.72 eV



Entry 4:
Below is 8 unconnected molecules or ions with the total composition C32H34Cl4N6 in a non-equilibrium geometry, with properties calculated with ωB97M-V/def2-TZVPD.

Geometry as ORCA input:
```
! wB97M-V def2-TZVPD RIJCOSX def2/J DEFGRID3
* xyz 0 1
C 11.727 12.556 -3.484
C 10.666 13.381 -3.131
C 9.851 13.965 -4.130
N 9.860 13.436 -5.394
C 10.851 12.579 -5.709
C 11.828 12.095 -4.802
H 12.514 12.263 -2.804
H 10.560 13.783 -2.135
H 8.985 14.533 -3.826
H 10.908 12.324 -6.757
H 12.700 11.596 -5.198
C 13.109 -4.164 -4.801
C 13.020 -5.557 -4.934
C 13.831 -6.299 -4.142
N 14.646 -5.766 -3.206
C 14.723 -4.407 -3.069
C 14.025 -3.538 -3.915
H 12.538 -3.630 -5.546
H 12.419 -6.153 -5.604
H 13.731 -7.375 -4.133
H 15.517 -4.059 -2.425
H 14.145 -2.465 -3.895
C 6.228 7.052 -15.073
C 7.413 7.755 -15.417
C 8.517 7.502 -14.593
N 8.476 6.753 -13.464
C 7.340 6.117 -13.172
C 6.213 6.186 -13.997
H 5.284 7.334 -15.517
H 7.557 8.480 -16.204
H 9.376 8.120 -14.811
H 7.322 5.548 -12.255
H 5.387 5.583 -13.650
C 13.211 5.204 -6.748
C 13.869 4.026 -6.415
C 14.036 2.999 -7.325
N 13.520 3.084 -8.591
C 12.858 4.222 -8.950
C 12.712 5.340 -8.047
H 13.149 6.019 -6.041
H 14.407 3.912 -5.486
H 14.663 2.182 -6.998
H 12.376 4.255 -9.917
H 12.073 6.197 -8.201
C 15.140 12.953 -11.213
C 14.771 11.567 -11.311
C 13.479 11.349 -11.835
N 12.598 12.301 -12.181
C 12.972 13.572 -11.958
C 14.288 13.934 -11.568
H 16.128 13.242 -10.884
H 15.436 10.772 -11.009
H 13.195 10.328 -12.042
H 12.170 14.267 -12.157
H 14.707 14.912 -11.379
C 11.535 1.883 2.224
C 11.200 1.823 0.900
C 12.174 1.922 -0.084
N 13.503 2.111 0.173
C 13.806 2.190 1.492
C 12.877 2.017 2.503
H 10.770 1.854 2.985
H 10.157 1.675 0.659
H 11.794 1.805 -1.088
H 14.844 2.330 1.758
H 13.126 2.106 3.550
Cl 19.852 2.781 -3.654
C 21.590 3.237 -3.401
Cl 22.834 2.195 -4.156
H 21.818 4.258 -3.707
H 21.817 3.159 -2.338
Cl 16.326 4.398 -14.349
C 14.762 3.662 -14.796
Cl 14.569 3.310 -16.528
H 14.587 2.792 -14.164
H 14.049 4.455 -14.570
*
```

## Properties
- Structure (SMILES): c1ccncc1.c1ccncc1.c1ccncc1.c1ccncc1.c1ccncc1.c1ccncc1.ClCCl.ClCCl
- E_LUMO: 0.37 eV



Entry 5:
Below is a molecular structure, C32H34F5HfN4O2S in a non-equilibrium geometry, with properties calculated with ωB97M-V/def2-TZVPD.

Geometry as ORCA input:
```
! wB97M-V def2-TZVPD RIJCOSX def2/J DEFGRID3
* xyz 1 1
Hf -0.526 0.819 -1.276
F 1.893 1.837 5.135
C 1.814 1.393 3.888
C 0.678 1.616 3.135
F -0.371 2.261 3.645
C 0.649 1.152 1.838
F -0.503 1.397 1.109
C 1.677 0.466 1.222
S 1.628 -0.092 -0.445
C 2.801 0.247 2.018
F 3.841 -0.408 1.515
C 2.872 0.697 3.324
F 3.960 0.471 4.047
C 2.032 -1.103 7.112
C 1.103 -1.544 6.013
C 1.349 -2.699 5.277
C 0.513 -3.111 4.248
C -0.596 -2.338 3.929
N -1.507 -2.657 2.888
C -1.537 -3.769 2.109
O -0.838 -4.745 2.196
N -2.558 -3.700 1.114
C -2.766 -2.677 0.215
C -3.830 -2.739 -0.696
C -4.025 -1.721 -1.605
C -3.150 -0.652 -1.620
N -2.120 -0.589 -0.766
C -1.929 -1.569 0.133
C -0.859 -1.179 4.651
C -0.026 -0.798 5.688
H 2.593 -1.946 7.515
H 1.484 -0.633 7.928
H 2.754 -0.375 6.737
H 2.211 -3.307 5.521
H 0.724 -4.016 3.702
H -2.325 -2.071 2.856
H -2.888 -4.614 0.844
H -4.494 -3.595 -0.674
H -4.843 -1.758 -2.310
H -3.240 0.149 -2.340
H -1.059 -1.482 0.771
H -1.740 -0.586 4.421
H -0.266 0.091 6.258
C -0.717 -1.282 -5.217
C 0.540 -1.457 -4.359
C 0.220 -2.135 -3.021
C 1.327 -0.166 -4.172
C 2.660 -0.152 -4.555
C 3.451 0.977 -4.414
C 2.887 2.127 -3.896
C 1.554 2.170 -3.500
C 1.039 3.481 -2.913
C 0.964 3.419 -1.379
C -0.232 4.019 -3.578
C 0.752 1.003 -3.612
N -0.564 0.993 -3.116
H -1.237 -2.237 -5.324
H -0.453 -0.928 -6.214
H -1.398 -0.558 -4.770
H 1.204 -2.137 -4.898
H -0.453 -1.497 -2.441
H 1.124 -2.312 -2.437
H -0.283 -3.091 -3.179
H 3.089 -1.054 -4.976
H 4.491 0.962 -4.714
H 3.493 3.021 -3.795
H 1.811 4.227 -3.112
H 0.265 2.648 -1.014
H 0.633 4.366 -0.950
H 1.939 3.163 -0.967
H -1.033 3.282 -3.575
H -0.021 4.247 -4.623
H -0.562 4.944 -3.098
C -2.551 3.495 -0.241
O -2.222 2.401 -1.132
H -3.629 3.629 -0.212
H -2.066 4.409 -0.577
H -2.194 3.228 0.749
H -2.411 2.671 -2.043
*
```

## Properties
- E_LUMO: -3.53 eV



Entry 6:
Below is a molecular structure, C32H34F6GeN5O4S2Sc in a non-equilibrium geometry, with properties calculated with ωB97M-V/def2-TZVPD.

Geometry as ORCA input:
```
! wB97M-V def2-TZVPD RIJCOSX def2/J DEFGRID3
* xyz 0 1
Sc 1.079 0.757 0.835
C 0.015 3.488 -0.747
C 0.029 3.712 0.764
N 1.240 3.073 1.321
C 2.512 3.721 0.952
C 3.509 2.727 0.393
C 4.876 2.931 0.404
C 5.697 1.951 -0.139
C 5.138 0.810 -0.689
C 3.758 0.690 -0.671
C 3.048 -0.533 -1.219
N 1.586 -0.373 -1.169
C 0.983 0.237 -2.376
C 0.857 1.752 -2.302
N 0.322 2.093 -1.001
N 2.976 1.622 -0.134
H 0.781 4.106 -1.230
H -0.950 3.803 -1.160
H -0.831 3.206 1.205
H -0.029 4.777 1.003
H 1.183 3.026 2.334
H 2.948 4.237 1.804
H 2.323 4.468 0.180
H 5.291 3.824 0.853
H 6.773 2.076 -0.126
H 5.755 0.024 -1.108
H 3.325 -1.396 -0.609
H 3.404 -0.733 -2.234
H 1.141 -1.276 -1.027
H -0.012 -0.181 -2.465
H 1.547 -0.050 -3.267
H 0.210 2.079 -3.125
H 1.831 2.239 -2.439
H -0.488 1.475 -0.745
F 2.378 -2.331 3.291
C 1.246 -1.816 2.834
F 0.280 -2.688 2.999
F 1.412 -1.613 1.501
S 0.831 -0.242 3.845
O 0.499 0.821 2.879
O -0.168 -0.675 4.749
N 2.217 0.107 4.535
S 3.137 0.882 3.503
O 3.060 0.268 2.171
O 3.044 2.315 3.554
C 4.820 0.519 4.117
F 4.939 0.939 5.362
F 5.670 1.176 3.338
F 5.073 -0.776 4.049
C -0.900 0.012 0.547
Ge -2.170 -1.023 -0.385
C -3.275 -0.078 -1.738
C -3.158 1.294 -1.940
C -3.913 1.955 -2.906
C -4.814 1.244 -3.686
C -4.956 -0.126 -3.494
C -4.191 -0.776 -2.533
C -1.461 -2.515 -1.494
C -1.276 -3.794 -0.960
C -0.813 -4.848 -1.741
C -0.528 -4.648 -3.085
C -0.722 -3.392 -3.644
C -1.189 -2.345 -2.856
C -3.465 -1.829 0.864
C -3.011 -2.620 1.922
C -3.889 -3.138 2.866
C -5.247 -2.861 2.777
C -5.716 -2.062 1.745
C -4.832 -1.552 0.798
H -1.416 0.243 1.489
H -2.477 1.859 -1.308
H -3.805 3.025 -3.045
H -5.406 1.753 -4.437
H -5.664 -0.687 -4.094
H -4.302 -1.850 -2.404
H -1.504 -3.977 0.085
H -0.683 -5.830 -1.300
H -0.177 -5.470 -3.698
H -0.528 -3.233 -4.699
H -1.393 -1.391 -3.329
H -1.950 -2.818 2.023
H -3.511 -3.748 3.679
H -5.935 -3.262 3.512
H -6.773 -1.830 1.678
H -5.214 -0.928 -0.002
*
```

## Properties
- E_LUMO: 0.01 eV